The following is a DFT calculation (ωB97M-V with the def2-TZVPD basis set) of a 2-piece molecular cluster, C3H10NS overall at a distorted geometry.

* HOMO: -2.81 eV
* E_LUMO: 4.027 eV
* energy relative to the best compared isomer or geometry (same formula, charge and spin): 8.6 kcal per mole
* HOMO-LUMO gap: 6.83 eV
* charge: -1

Last column: natural (NBO) charge in e.
Cartesian coordinates (Å):
1 S -1.9317 -1.3054 1.5611  -1.057
2 H -2.8712 -1.7290 2.4482  0.100
3 C -0.7550 0.9920 -0.3473  -0.648
4 C 0.2678 -0.1490 -0.2449  -0.060
5 C 1.3328 -0.0935 -1.3341  -0.609
6 N 0.9119 -0.2116 1.0350  -0.871
7 H -1.2434 1.0088 -1.3137  0.185
8 H -1.5104 0.7742 0.4088  0.269
9 H -0.2528 1.9109 -0.1264  0.169
10 H -0.2578 -1.0927 -0.4103  0.214
11 H 2.1703 -0.7185 -1.0365  0.207
12 H 0.9599 -0.5096 -2.2644  0.191
13 H 1.7485 0.8950 -1.4335  0.178
14 H 0.2105 -0.5208 1.6987  0.409
15 H 1.2207 0.7492 1.3593  0.320